Entry 1:
This record from the Open Molecules 2025 dataset describes a structure of composition C27H48BInNO11 in a non-equilibrium geometry. The level of theory is wB97M-V/def2-TZVPD.

The total charge is -1. The orbital gap comes out at 5.478 eV. Its LUMO energy is 2.270 eV.

Geometry (Å):
1 C 3.330 -3.868 2.724
2 C 2.975 -3.639 1.376
3 In 1.881 -1.719 0.744
4 C 0.465 -1.244 2.404
5 C -0.989 -0.799 1.987
6 C -1.085 0.698 1.506
7 C -2.322 1.170 0.836
8 C -2.423 2.581 0.431
9 C -1.357 3.555 0.647
10 C -0.136 3.092 1.302
11 C -0.038 1.690 1.707
12 B 3.542 -0.170 0.400
13 O 4.227 -0.255 -0.861
14 C 4.019 0.959 1.445
15 C 4.997 1.983 0.670
16 N 1.008 -2.144 -1.161
17 C 1.406 -1.215 -2.236
18 C -0.376 -2.377 -1.118
19 C -1.030 -3.711 -0.622
20 O -1.149 -1.473 -1.483
21 H 2.722 -4.568 3.370
22 H 4.257 -3.364 3.121
23 H 3.184 -4.408 0.579
24 H 0.935 -0.463 3.067
25 H 0.369 -2.163 3.058
26 H -1.612 -0.818 2.938
27 H -1.514 -1.500 1.285
28 H -3.176 0.465 0.666
29 H -3.377 2.928 -0.043
30 H -1.400 4.631 0.353
31 H 0.716 3.783 1.531
32 H 0.887 1.372 2.233
33 H 4.240 -1.211 -1.054
34 H 3.195 1.596 1.859
35 H 4.589 0.551 2.328
36 H 4.917 2.969 1.222
37 H 4.625 2.209 -0.368
38 H 6.062 1.643 0.682
39 H 1.525 -0.146 -1.915
40 H 0.759 -1.309 -3.157
41 H 2.436 -1.545 -2.577
42 H -2.112 -3.700 -0.920
43 H -0.563 -4.586 -1.151
44 H -0.945 -3.784 0.497
45 C -0.979 6.697 2.999
46 C -1.637 5.552 3.743
47 O -1.320 5.600 5.143
48 C -2.015 6.485 5.860
49 O -2.873 7.223 5.447
50 O -1.574 6.429 7.127
51 C -2.173 7.393 7.990
52 H 0.095 6.716 3.198
53 H -1.141 6.602 1.925
54 H -1.380 7.659 3.324
55 H -1.248 4.605 3.367
56 H -2.718 5.539 3.590
57 H -3.261 7.344 7.944
58 H -1.823 8.393 7.731
59 H -1.859 7.166 9.008
60 C 6.627 -4.998 -5.309
61 C 5.306 -5.214 -6.021
62 O 4.333 -5.782 -5.139
63 C 3.752 -4.917 -4.291
64 O 3.975 -3.735 -4.225
65 O 2.906 -5.601 -3.519
66 C 2.278 -4.812 -2.498
67 H 6.964 -5.924 -4.837
68 H 7.392 -4.657 -6.009
69 H 6.530 -4.253 -4.517
70 H 5.444 -5.930 -6.833
71 H 4.933 -4.289 -6.465
72 H 1.804 -3.926 -2.916
73 H 3.010 -4.533 -1.740
74 H 1.510 -5.425 -2.029
75 C -3.717 -0.112 -3.484
76 C -5.009 0.546 -3.924
77 O -6.124 -0.346 -3.769
78 C -6.594 -0.467 -2.525
79 O -6.181 0.102 -1.548
80 O -7.598 -1.359 -2.546
81 C -8.136 -1.653 -1.259
82 H -3.577 -1.065 -3.999
83 H -2.863 0.534 -3.694
84 H -3.726 -0.327 -2.415
85 H -4.951 0.788 -4.987
86 H -5.187 1.482 -3.390
87 H -8.421 -0.742 -0.731
88 H -7.413 -2.223 -0.675
89 H -9.027 -2.262 -1.404

Entry 2:
This record from the Open Molecules 2025 dataset describes a structure of composition C27H48BrMnN8O6P2S. The level of theory is wB97M-V/def2-TZVPD.

The value obtained for the energy above the lowest of the compared OMol25 structures with the same formula, charge and spin is 2.1 kJ/mol. As for the spin multiplicity: 5. The total charge is +2. The orbital gap (spin up / spin down) comes out at 6.271 / 7.833 eV. Its LUMO energy (spin up / spin down) is -6.561 / -5.001 eV.

Geometry (Å):
1 Mn 0.148 1.376 -0.305
2 C 2.690 0.971 3.203
3 N 2.567 -0.184 2.310
4 C 2.467 -1.472 2.993
5 P 2.845 0.032 0.737
6 O 2.052 1.164 0.119
7 O 2.425 -1.363 0.030
8 P 0.946 -1.753 -0.517
9 O 0.042 -0.580 -0.271
10 N 0.533 -3.057 0.339
11 C -0.881 -3.462 0.287
12 C 1.454 -4.105 0.778
13 N 1.026 -2.069 -2.104
14 C 1.625 -3.309 -2.602
15 C 0.968 -0.985 -3.087
16 N 4.411 0.283 0.428
17 C 4.838 0.730 -0.900
18 C 5.450 -0.419 1.189
19 H 3.621 0.923 3.774
20 H 1.846 0.981 3.892
21 H 2.658 1.898 2.637
22 H 3.222 -1.530 3.779
23 H 2.630 -2.294 2.305
24 H 1.480 -1.579 3.447
25 H -1.507 -2.616 0.005
26 H -1.183 -3.805 1.276
27 H -1.027 -4.273 -0.430
28 H 2.489 -3.799 0.638
29 H 1.286 -5.022 0.210
30 H 1.287 -4.322 1.834
31 H 1.540 -4.099 -1.859
32 H 2.679 -3.173 -2.855
33 H 1.087 -3.626 -3.495
34 H 0.263 -0.221 -2.766
35 H 0.600 -1.393 -4.028
36 H 1.953 -0.541 -3.264
37 H 4.042 1.300 -1.376
38 H 5.108 -0.119 -1.534
39 H 5.711 1.373 -0.792
40 H 5.090 -0.665 2.185
41 H 6.315 0.236 1.289
42 H 5.760 -1.336 0.683
43 Br -5.757 0.551 -6.408
44 C -4.736 0.606 -4.829
45 C -3.626 1.437 -4.765
46 C -2.873 1.470 -3.604
47 C -3.229 0.680 -2.515
48 C -4.351 -0.142 -2.591
49 C -5.107 -0.183 -3.748
50 C -2.434 0.687 -1.263
51 O -2.731 0.012 -0.292
52 O -1.369 1.474 -1.306
53 H -3.363 2.052 -5.614
54 H -2.014 2.124 -3.536
55 H -4.627 -0.742 -1.735
56 H -5.980 -0.817 -3.815
57 N -2.057 0.087 2.340
58 C -1.429 1.133 2.863
59 S -0.505 2.227 1.911
60 N -1.530 1.340 4.179
61 C -0.918 2.411 4.918
62 C -1.352 3.715 4.735
63 C -0.771 4.731 5.477
64 C 0.222 4.440 6.403
65 C 0.637 3.129 6.592
66 C 0.067 2.108 5.845
67 H -2.196 0.036 1.322
68 H -2.678 -0.459 2.918
69 H -2.136 0.723 4.701
70 H -2.138 3.926 4.022
71 H -1.107 5.751 5.344
72 H 0.663 5.234 6.990
73 H 1.395 2.900 7.328
74 H 0.367 1.078 5.997
75 C 1.868 4.491 0.859
76 N 2.435 4.278 -0.464
77 C 3.882 4.434 -0.560
78 C 1.692 3.697 -1.417
79 O 0.610 3.086 -1.121
80 N 2.062 3.772 -2.708
81 C 2.757 4.938 -3.259
82 C 1.333 2.976 -3.688
83 H 2.347 5.364 1.300
84 H 2.037 3.629 1.505
85 H 0.800 4.676 0.786
86 H 4.334 3.963 0.315
87 H 4.176 5.484 -0.579
88 H 4.262 3.939 -1.449
89 H 2.836 5.722 -2.513
90 H 2.170 5.324 -4.092
91 H 3.751 4.679 -3.624
92 H 1.082 2.002 -3.276
93 H 1.971 2.838 -4.559
94 H 0.411 3.473 -3.995

Entry 3:
This record from the Open Molecules 2025 dataset describes a structure of composition C27H48Cl3N4O10SZn in a non-equilibrium geometry. The level of theory is wB97M-V/def2-TZVPD.

The total charge is +1. The orbital gap comes out at 3.589 eV. Its LUMO energy is -4.539 eV.

Geometry (Å):
1 C 12.628 17.870 19.166
2 N 12.307 17.293 17.836
3 C 11.431 17.910 17.095
4 C 10.979 17.345 15.874
5 C 11.509 16.189 15.393
6 C 12.448 15.502 16.191
7 C 12.847 16.108 17.428
8 C 11.207 15.719 14.056
9 C 12.281 15.263 13.261
10 C 12.002 14.934 11.938
11 N 10.800 14.957 11.479
12 C 9.681 15.174 12.257
13 C 9.910 15.634 13.556
14 C 10.507 14.564 10.113
15 H 13.605 17.436 19.379
16 H 11.942 17.601 19.970
17 H 12.683 18.927 18.906
18 H 11.167 18.898 17.441
19 H 10.234 17.894 15.316
20 H 12.857 14.554 15.872
21 H 13.565 15.667 18.104
22 H 13.283 15.201 13.659
23 H 12.779 14.722 11.219
24 H 8.675 15.190 11.866
25 H 9.055 16.085 14.038
26 H 9.569 14.031 9.960
27 H 11.269 13.845 9.814
28 H 10.504 15.464 9.499
29 Zn 8.062 17.925 19.873
30 C 8.858 14.157 20.616
31 C 8.718 15.649 20.604
32 O 9.500 16.333 20.024
33 O 7.668 16.223 21.003
34 H 9.089 13.706 19.651
35 H 7.946 13.585 20.789
36 H 9.602 13.947 21.384
37 S 7.552 17.135 16.695
38 O 6.241 16.529 16.385
39 O 7.880 18.232 15.799
40 O 7.785 17.566 18.048
41 O 8.244 15.881 16.470
42 C 10.486 16.401 23.393
43 Cl 8.992 15.624 23.862
44 Cl 11.726 15.265 22.767
45 Cl 11.215 17.385 24.700
46 H 10.278 17.126 22.606
47 C 5.109 14.395 18.406
48 O 5.830 13.822 17.276
49 C 6.400 12.500 17.608
50 C 7.071 11.847 16.342
51 N 7.950 12.875 15.613
52 C 9.242 13.129 16.395
53 C 9.949 11.771 16.784
54 O 11.326 12.070 17.068
55 C 12.149 11.018 17.659
56 H 4.441 13.797 19.027
57 H 4.421 15.213 18.195
58 H 5.864 14.875 19.030
59 H 5.607 11.789 17.839
60 H 7.111 12.617 18.425
61 H 6.163 11.666 15.766
62 H 7.633 10.924 16.485
63 H 8.400 12.469 14.805
64 H 9.078 13.639 17.344
65 H 9.845 13.797 15.779
66 H 9.944 11.144 15.892
67 H 9.557 11.294 17.683
68 H 11.700 10.937 18.649
69 H 13.239 11.010 17.633
70 H 11.864 10.059 17.225
71 C 10.472 9.280 22.305
72 O 10.728 10.036 21.175
73 C 9.708 11.037 20.863
74 C 8.320 10.543 21.002
75 N 8.079 9.669 19.852
76 C 6.694 9.190 19.755
77 C 6.669 8.009 18.847
78 O 7.849 7.250 18.810
79 C 7.721 6.352 17.694
80 H 11.283 8.624 22.621
81 H 9.727 8.529 22.043
82 H 10.016 9.810 23.141
83 H 9.964 11.234 19.822
84 H 10.110 11.806 21.521
85 H 7.537 11.301 21.040
86 H 8.177 9.967 21.916
87 H 8.785 9.017 19.540
88 H 6.054 9.983 19.368
89 H 6.294 8.913 20.730
90 H 6.578 8.461 17.859
91 H 5.818 7.421 19.191
92 H 6.843 5.706 17.690
93 H 8.550 5.691 17.944
94 H 7.853 6.696 16.668